1.
Computed, not measured: a molecular structure, C32H30FFeN2O2S in a non-equilibrium geometry, with wB97M-V/def2-TZVPD.

Structure (XYZ):
```
69
Properties=species:S:1:pos:R:3:forces:R:3
Fe -0.72622 0.28819 0.45038 -1.085 -1.534 -1.510
O -4.74754 -0.16301 -0.55868 -0.193 0.350 -0.266
C -3.63182 -0.50313 -0.25359 0.619 -1.229 0.530
O -2.61362 0.30920 -0.14847 1.644 0.432 0.170
C -3.38672 -1.98869 0.08235 0.935 0.580 0.066
C -4.26927 -2.88743 -0.52807 0.426 0.178 -0.122
C -4.29959 -4.19146 -0.10355 0.049 -0.750 0.762
C -3.38835 -4.63367 0.88785 -0.750 -1.433 -0.836
C -2.40193 -3.83039 1.37653 -0.938 1.431 -0.928
C -2.38865 -2.46637 0.96636 -0.972 -0.754 -0.034
S -1.15476 -1.59040 1.81883 0.741 0.988 -0.400
H -4.81448 -2.51425 -1.39457 -0.422 -0.142 0.572
H -5.06723 -4.90120 -0.42487 0.410 0.298 -0.286
H -3.42914 -5.71040 1.14686 0.007 0.824 0.109
H -1.70191 -4.12882 2.11670 0.524 -0.451 0.343
C 4.22968 -2.12705 -1.63304 0.580 -0.812 1.461
C 2.91082 -1.63504 -1.02726 -0.465 -0.085 1.361
C 2.30719 -2.71465 -0.05274 0.199 -0.193 -0.256
C 1.84890 -1.28683 -2.04456 -0.608 -0.161 0.529
C 1.73411 -2.18560 -3.07159 0.602 -1.620 -0.236
C 0.89173 -2.01416 -4.14823 -0.152 0.677 0.541
C 0.02443 -0.92125 -4.11809 0.207 -0.364 -0.720
C 0.03603 -0.01130 -3.05107 -0.630 -1.511 0.891
C -0.97456 1.09375 -3.12226 -0.619 1.029 -0.474
C -2.48399 0.74717 -3.33957 -0.444 -1.049 0.805
C -0.58820 2.05627 -4.26226 1.872 -0.553 -0.960
C 0.87180 -0.26579 -1.89602 0.884 -0.217 -2.213
N 0.87181 0.45954 -0.68616 -1.818 -0.585 1.066
C 1.78708 1.47216 -0.48665 0.671 1.211 0.541
C 1.95512 2.44012 -1.47118 0.713 0.836 -0.142
C 2.83838 3.52884 -1.30374 -1.458 -0.187 -1.307
C 3.52562 3.67931 -0.13749 -0.047 0.496 1.320
C 3.29337 2.81020 0.93940 0.474 -0.973 0.511
C 2.50961 1.67812 0.73466 -0.064 -0.598 -1.109
F 2.54345 0.61180 1.60647 -0.368 1.139 -0.055
H 5.07848 -2.20743 -0.86047 -1.449 0.138 -0.789
H 4.56897 -1.39094 -2.33920 0.189 -0.102 -0.795
H 4.08160 -3.15546 -2.02217 0.432 0.761 -0.242
H 3.15493 -0.69879 -0.51029 -0.176 -0.359 0.378
H 2.01143 -3.63777 -0.61300 0.121 0.822 0.102
H 1.40699 -2.37038 0.49614 0.611 -0.048 -0.295
H 3.07083 -3.08294 0.64948 -0.206 0.392 0.039
H 2.27083 -3.16430 -2.92202 -0.264 1.272 -0.731
H 1.00871 -2.70607 -4.95816 -0.618 -0.235 -0.391
H -0.70976 -0.81208 -4.94905 0.681 0.204 0.733
H -0.84717 1.63044 -2.18598 -0.377 0.309 0.207
H -2.81044 0.68787 -4.40098 0.509 0.148 0.598
H -3.18255 1.40433 -2.79374 0.574 0.288 -0.405
H -2.75823 -0.21543 -2.86778 0.403 0.132 -0.370
H -0.83454 1.62032 -5.29135 0.067 0.833 1.447
H 0.51860 2.22604 -4.27852 -0.569 -0.490 -0.078
H -0.91076 3.06885 -4.10317 -1.037 0.317 -0.216
H 1.38995 2.34812 -2.39792 0.136 -0.011 0.293
H 2.81351 4.33709 -2.06519 0.446 -0.816 0.458
H 4.17348 4.53822 -0.01202 -0.024 -0.046 0.154
H 3.78590 2.92624 1.92946 -0.241 -0.086 -0.953
N -0.69510 1.24845 2.12878 0.696 1.661 3.729
C -0.62270 1.51148 3.26449 -0.826 -0.151 -2.077
C -0.72797 1.90564 4.63840 1.251 0.675 1.703
C -1.23638 3.19213 4.97687 -0.587 0.043 -1.338
C -1.21618 3.68870 6.27465 -0.416 0.040 0.063
C -0.73698 2.90428 7.31680 0.411 -0.455 -0.800
C -0.25688 1.61815 7.00647 -0.398 -0.360 0.462
C -0.14569 1.13811 5.69979 -1.100 1.522 -0.437
H -1.69177 3.82374 4.17694 0.495 -0.673 0.689
H -1.68177 4.65947 6.50196 0.469 -0.436 -0.309
H -0.67130 3.33435 8.31400 -0.253 -0.445 -0.067
H -0.10146 0.88971 7.81260 0.600 0.571 -0.256
H 0.39231 0.23606 5.52146 -0.075 -0.683 -0.231
```
Forces are in eV/Å.

Properties
E_HOMO (alpha / beta) = -7.766 / -7.563 eV
Calculated total energy = -88684.5032 eV
Net charge = 0
Multiplicity = 6
ΔE to the lowest compared entry with this formula, charge and spin = 20.5 kcal/mol
LUMO energy (alpha / beta) = -1.09 / -1.75 eV

natural (NBO) atomic charge list, values in e, 8 entries: 1.712, -0.607, 0.789, -0.852, -0.192, -0.151, -0.233, -0.191

---

2.
Computed, not measured: a gas-phase ion, C3HOS3 (charge -1) in a non-equilibrium geometry, with wB97M-V/def2-TZVPD.

Structure (XYZ):
```
8
Properties=species:S:1:pos:R:3:forces:R:3
O 1.76904 -0.89322 -1.95118 1.128 -3.209 -2.406
C 1.26757 -0.19200 -1.16036 0.485 1.738 1.655
S 1.14439 1.45815 -1.27356 -0.817 1.938 0.029
S 1.04521 -0.95187 0.52142 0.062 -1.197 0.513
C -0.30827 0.01414 0.98930 -1.815 -1.639 -0.832
C -1.60064 -0.27802 0.93335 -1.427 1.315 2.056
S -3.17785 -0.13944 1.35884 2.252 -0.687 -0.921
H -0.13945 0.98226 0.58218 0.131 1.741 -0.094
```
Forces are in eV/Å.

Properties
E_HOMO = -4.060 eV
Calculated total energy = -37680.1453 eV
Net charge = -1
ΔE to the lowest compared entry with this formula, charge and spin = 8.2 kcal/mol
LUMO energy = 2.78 eV

natural (NBO) charges in e: -0.615, 0.211, -0.426, 0.130, -0.589, 0.029, -0.043, 0.302

---

3.
Computed, not measured: a molecular structure, C26H19F4N8O2W, with wB97M-V/def2-TZVPD.

Structure (XYZ):
```
60
Properties=species:S:1:pos:R:3:forces:R:3
W -1.63734 0.05496 0.04718 -0.419 -0.820 -0.154
C -1.27777 2.97660 -0.55821 -0.013 0.017 0.019
C -2.06124 2.99600 0.77715 0.032 0.017 -0.037
N -2.72065 1.67395 1.07735 -0.097 0.041 0.022
C -4.20998 1.67147 0.82571 -0.051 -0.005 -0.004
C -4.64321 0.35795 0.20323 -0.044 0.077 0.033
N -3.65524 -0.09314 -0.82520 -0.351 0.204 -0.044
C -3.67929 0.61656 -2.14575 0.043 -0.030 -0.025
C -2.92826 1.92996 -2.07924 -0.006 -0.015 -0.048
N -1.60933 1.76056 -1.36833 -0.074 -0.021 0.003
H -0.20787 2.95972 -0.36535 0.000 -0.022 -0.011
H -1.49352 3.87267 -1.13999 0.000 -0.001 -0.004
H -2.82116 3.77501 0.78064 -0.012 -0.015 -0.003
H -1.37186 3.22012 1.58850 -0.013 0.002 0.012
H -2.59545 1.49636 2.07414 0.009 0.023 -0.011
H -4.45340 2.51697 0.18930 0.024 0.000 0.000
H -4.74090 1.82253 1.76478 0.026 0.031 0.009
H -5.64246 0.45845 -0.22416 0.013 -0.031 -0.031
H -4.67984 -0.42386 0.96329 -0.005 -0.025 -0.025
H -3.90495 -1.05642 -1.04270 0.137 -0.041 0.092
H -4.70581 0.77723 -2.47969 -0.005 0.004 0.020
H -3.19750 -0.05244 -2.86145 -0.013 -0.013 0.005
H -3.49487 2.69484 -1.55577 0.009 0.003 0.006
H -2.75659 2.30698 -3.08729 0.019 0.008 0.008
H -0.88861 1.67036 -2.08302 0.020 -0.057 0.044
O -1.91811 -1.43381 1.58225 0.171 0.073 -0.059
C -1.62025 -2.34782 0.75269 -0.153 -0.170 -0.010
N -1.39763 -1.86200 -0.51394 -0.039 0.402 0.051
C -1.32546 -2.99606 -1.42918 -0.012 -0.029 -0.031
O -1.31617 -2.87802 -2.60929 0.049 0.011 0.005
C -1.34053 -4.19126 -0.53577 0.019 0.026 0.027
C -1.22190 -5.52102 -0.85853 -0.016 -0.017 -0.040
C -1.29502 -6.44026 0.19364 0.004 0.007 -0.005
C -1.48772 -6.03577 1.51365 -0.002 0.039 0.017
C -1.61513 -4.69019 1.84166 -0.022 -0.046 0.022
C -1.53284 -3.78179 0.79781 0.007 0.063 -0.026
H -1.08501 -5.84565 -1.88124 0.009 0.002 0.001
H -1.20281 -7.49604 -0.02470 -0.008 -0.004 0.008
H -1.54092 -6.78030 2.29602 0.001 -0.015 -0.013
H -1.76776 -4.37249 2.86420 0.006 0.004 0.000
F 4.81829 1.78034 3.03868 -0.021 0.002 -0.002
C 4.83517 1.56394 1.73993 0.018 0.017 0.013
C 6.01439 1.70604 1.06719 0.007 0.000 -0.026
F 7.07581 2.04749 1.73926 -0.001 -0.004 -0.017
C 6.11701 1.48631 -0.35538 -0.032 0.011 0.030
C 4.89114 1.10902 -1.01733 0.013 -0.022 -0.016
C 3.73176 0.98483 -0.32437 -0.041 0.006 -0.054
F 2.61255 0.64296 -0.97648 0.039 0.026 0.031
C 3.64264 1.19961 1.07117 -0.038 0.005 0.034
C 2.40814 1.04409 1.76754 0.028 -0.193 0.094
C 1.21900 0.71701 1.17808 -0.201 0.515 0.003
N 0.10493 0.54492 0.82546 0.940 0.033 0.077
C 2.26205 1.15305 3.19248 0.069 -0.143 -0.005
N 2.04164 1.18355 4.31912 -0.057 0.074 0.012
F 4.88324 0.88898 -2.30651 0.009 0.008 0.023
C 7.30716 1.63581 -1.03573 0.061 0.008 -0.042
C 8.52063 2.04932 -0.41658 -0.035 -0.005 -0.016
N 9.52880 2.39758 0.01528 0.021 -0.006 0.008
C 7.44001 1.38869 -2.43397 -0.039 -0.045 0.055
N 7.59000 1.16559 -3.55222 0.022 0.036 -0.024
```
Forces are in eV/Å.

Properties
E_HOMO (alpha / beta) = -17.012 / -17.103 eV
Calculated total energy = -55951.9614 eV
Net charge = +3
Multiplicity = 3
ΔE to the lowest compared entry with this formula, charge and spin = 0.0 kcal/mol
LUMO energy (alpha / beta) = -11.56 / -11.35 eV

natural (NBO) atomic charge list, values in e, 8 entries: 1.849, -0.243, -0.250, -0.662, -0.242, -0.251, -0.652, -0.252